{
  "formula": "C32H34BrN7O2STi",
  "method": "ωB97M-V/def2-TZVPD",
  "species": ["C", "O", "C", "C", "C", "H", "H", "H", "C", "H", "Ti", "H", "C", "C", "O", "C", "C", "H", "H", "C", "C", "C", "H", "C", "C", "H", "H", "H", "N", "N", "H", "H", "H", "H", "C", "H", "S", "C", "N", "C", "N", "C", "C", "H", "H", "N", "C", "C", "C", "H", "H", "H", "C", "C", "C", "H", "C", "H", "C", "H", "H", "H", "H", "C", "H", "H", "H", "H", "C", "C", "H", "Br", "H", "N", "H", "C", "N", "C"],
  "coordinates": [[3.568899, 3.693514, -0.777129], [0.655359, 1.364094, -0.156991], [-1.141847, 2.661737, -1.146832], [-6.727058, -4.652082, 1.812845], [-4.960906, -3.880290, 0.370611], [2.456152, -3.351741, 6.673202], [3.697307, 3.836587, -4.060489], [3.440746, 2.098888, -2.048154], [3.836843, -3.381816, -1.745111], [-3.048568, -4.881973, 0.067735], [-0.105690, -0.588971, -0.851179], [3.803227, -3.728548, 0.375369], [-3.538151, -3.914619, 0.015165], [3.387094, -3.159151, -0.443326], [-0.706387, 0.522461, -2.192811], [2.460825, -2.955796, 4.568162], [2.943861, 4.396468, -3.506322], [-4.173612, -1.178553, -0.214000], [-5.580107, -2.625067, -1.267744], [-5.392789, -4.661711, 1.443009], [2.387761, -2.235128, -0.231222], [-7.640764, -3.894163, 1.093088], [-0.065532, 5.690781, 1.014683], [4.497200, 4.606092, -1.567476], [2.242727, -1.781565, -2.492280], [2.853943, 4.297885, -0.213008], [5.263400, 4.048515, -2.106043], [-4.682811, -5.267857, 1.992024], [2.348198, -2.436051, 2.205898], [3.701130, 5.346856, -2.612553], [1.095516, 3.495499, 1.261795], [4.320735, 5.937000, -3.172147], [4.980944, 5.344620, -0.930505], [-7.948200, -2.602406, -0.593407], [0.794307, -2.132458, 6.089061], [1.733560, -1.237488, -3.280434], [-0.198871, -0.753062, 2.445130], [-1.704459, 1.424780, -1.801787], [0.707351, -1.206260, 1.063998], [-1.370110, 4.988600, -0.535982], [2.804656, 2.763940, -1.615668], [2.065085, 3.494494, -2.651817], [3.261063, -2.674652, -2.787835], [4.614999, -4.108476, -1.935944], [3.042127, 5.981592, -2.153685], [1.809886, -1.564682, -1.249114], [-1.772314, 3.889915, -1.287598], [1.814259, -2.320445, 3.528024], [-0.345572, 4.853891, 0.388480], [1.546949, 2.793316, -3.305165], [-7.058419, -5.249289, 2.650985], [3.361602, -3.529014, 4.382764], [-0.079615, 2.570192, -0.256097], [0.309930, 3.633600, 0.529205], [0.142235, -1.498810, 5.035364], [4.166290, 3.141454, -0.053109], [-7.225898, -3.151979, -0.005448], [-2.322140, 1.692130, -2.663316], [0.656554, -1.590611, 3.755805], [3.571496, -2.822324, -3.812063], [-1.881282, 5.935124, -0.645810], [-8.685521, -3.904938, 1.372654], [1.508486, 1.576701, -0.603503], [-3.139205, -1.459803, -0.388142], [3.233181, -2.906990, 2.123116], [0.392098, -2.055412, 7.089418], [-3.536150, 0.962965, -0.791658], [-0.763024, -0.932852, 5.217428], [-5.889763, -3.141662, -0.367411], [1.778183, -1.932022, 1.110348], [1.294066, 4.089604, -2.152201], [-0.990552, -3.206967, -0.936762], [2.358342, 4.989619, -4.206530], [-2.543799, 0.753774, -0.752960], [-2.601558, 3.983895, -1.979253], [1.948324, -2.857036, 5.857482], [-2.246805, -0.581222, -0.644039], [-2.789419, -2.864642, -0.340790]],
  "atomic_forces_ev_per_a": [[-0.02, 0.01, -0.02], [0.01, -0.06, 0.06], [0.02, 0.05, 0.02], [0.04, 0.00, -0.01], [0.13, -0.01, -0.07], [0.00, 0.00, 0.00], [-0.02, -0.01, 0.00], [0.00, 0.02, -0.03], [-0.09, 0.08, 0.07], [-0.03, -0.02, -0.01], [0.14, -0.24, -0.41], [0.05, -0.02, -0.04], [-0.11, 0.07, 0.07], [0.11, -0.03, -0.13], [-0.12, 0.09, 0.04], [-0.04, 0.01, 0.09], [0.05, 0.06, 0.01], [-0.03, -0.03, -0.02], [0.00, 0.03, 0.00], [-0.06, -0.01, 0.04], [-0.26, 0.13, 0.30], [-0.03, 0.00, 0.00], [0.00, 0.00, 0.01], [0.00, 0.05, -0.04], [0.04, -0.07, -0.21], [0.01, 0.00, 0.01], [0.00, -0.01, 0.01], [0.00, 0.00, 0.00], [-0.04, 0.07, 0.10], [-0.03, -0.02, 0.01], [0.01, 0.00, 0.00], [0.01, -0.01, 0.00], [0.00, -0.01, 0.01], [-0.01, 0.00, 0.00], [-0.05, 0.03, 0.01], [0.00, -0.01, 0.00], [0.03, 0.08, 0.07], [0.09, -0.11, 0.07], [-0.15, -0.01, 0.18], [-0.02, -0.02, -0.02], [0.05, -0.04, -0.02], [-0.03, -0.02, 0.05], [0.01, 0.02, 0.13], [0.00, -0.01, 0.01], [-0.01, -0.01, 0.00], [0.15, -0.02, 0.06], [-0.01, 0.04, 0.01], [-0.01, 0.03, -0.14], [0.04, -0.02, 0.01], [0.00, -0.01, 0.01], [0.00, 0.00, 0.00], [0.00, 0.00, -0.01], [-0.02, -0.09, -0.05], [-0.03, 0.08, 0.00], [0.04, -0.03, 0.01], [-0.01, -0.01, 0.00], [0.02, 0.00, 0.00], [-0.01, -0.02, -0.01], [0.02, -0.05, -0.02], [0.00, 0.00, 0.00], [0.00, 0.00, -0.01], [0.00, 0.01, -0.01], [0.10, 0.10, 0.11], [0.09, -0.21, -0.01], [-0.01, -0.03, 0.01], [0.00, 0.00, 0.00], [0.00, 0.01, -0.06], [0.00, 0.00, 0.01], [-0.01, -0.02, 0.03], [0.13, -0.03, -0.36], [-0.01, 0.01, -0.01], [0.06, -0.02, -0.04], [0.00, 0.00, 0.00], [-0.05, -0.02, 0.02], [0.00, 0.01, 0.00], [0.06, -0.03, -0.03], [-0.18, 0.19, 0.15], [-0.02, 0.15, 0.01]],
  "lowdin_charge": [-0.1714, -0.0917, -0.1241, -0.0454, -0.2270, 0.1228, 0.1432, 0.1296, 0.0158, 0.1253, 0.9481, 0.1270, -0.0459, 0.0360, -0.2427, 0.0002, -0.0785, 0.1443, 0.1160, -0.0201, -0.1890, -0.0431, 0.1196, -0.0805, -0.0868, 0.1146, 0.1432, 0.1223, 0.1569, 0.0688, 0.1312, 0.1924, 0.1465, 0.1165, -0.0439, 0.1320, 1.0294, -0.3220, -0.3883, -0.0468, -0.0539, -0.1703, 0.0007, 0.1360, 0.1897, -0.0244, -0.0044, -0.2179, -0.0500, 0.1388, 0.1190, 0.1258, -0.2438, -0.0185, -0.0792, 0.1403, -0.0513, 0.1616, -0.4407, 0.1304, 0.1207, 0.1197, 0.0944, -0.1125, 0.1430, 0.1230, 0.1540, 0.1178, -0.0474, -0.3409, 0.1189, 0.9617, 0.1465, 0.0492, 0.1293, -0.0410, -0.1228, -0.5359],
  "charge": 3,
  "s_squared": 0.75,
  "multiplicity": 2,
  "total_energy_ev": -152232.9178,
  "relative_energy_kj_mol": 0.0,
  "homo_ev": [-14.5, -14.5]
}